# 1
11
Properties=species:S:1:pos:R:3:forces:R:3 method="wB97M-V/def2-TZVPD" lumo_ev=0.6600 e_tot_ev=-19141.74214 de_lowest_kj_mol=120.52 orbital_gap_ev=8.20 smiles=Oc1ccc(S)o1
C 0.95336 -0.55647 -0.58005 -0.297 -0.362 0.431
C -0.04266 -1.31259 -0.08271 -0.774 -0.570 0.260
C -0.93220 -0.38196 0.54418 -0.789 1.202 -0.153
C -0.39808 0.85354 0.31673 -0.889 -0.507 0.730
H 2.66742 -0.09983 -1.26632 -1.298 -1.805 0.106
H -0.27452 -2.38240 -0.12542 0.742 0.595 -0.172
H -1.92767 -0.57603 0.98026 0.915 0.103 -0.241
H -2.01425 2.11070 1.10980 -1.261 -0.194 0.543
O 2.06378 -0.91422 -1.18880 2.436 1.659 -0.863
O 0.77932 0.77125 -0.33789 0.377 -0.884 -0.397
S -0.87451 2.48802 0.63023 0.838 0.762 -0.246



# 2
51
Properties=species:S:1:pos:R:3:forces:R:3 method="wB97M-V/def2-TZVPD" charge=+1 lumo_ev=-3.7568 e_tot_ev=-40045.92745 de_lowest_kj_mol=0.00 orbital_gap_ev=7.26
O 0.06568 -1.82292 -4.78517 -2.441 1.111 2.515
H -0.82101 -2.26919 -4.71797 1.235 0.057 -0.788
Bi 0.08133 -0.43066 -0.65199 -0.931 1.705 0.030
N 1.82166 1.10303 -0.94203 2.910 1.275 0.042
N 0.09807 0.82295 -2.78859 0.304 1.920 -1.277
O 2.80116 1.25274 0.16635 -1.451 0.927 -1.439
O -0.92689 0.84697 -3.59893 1.085 -0.669 0.962
C 2.07284 1.83105 -2.03167 -0.347 -1.997 2.238
C 1.14637 1.63173 -3.08129 -2.428 -1.487 -0.520
C 3.18155 2.78253 -2.12866 0.417 0.306 -0.064
C 1.22863 2.29838 -4.39607 0.180 0.561 -0.441
H 3.91905 2.63707 -1.35963 0.253 -0.131 0.253
H 2.81091 3.79593 -2.05520 -0.190 0.384 -0.036
H 3.68435 2.70255 -3.08104 0.015 -0.059 -0.367
H 0.38876 2.02067 -5.03318 0.105 0.001 0.223
H 2.15359 2.03232 -4.91448 -0.003 -0.032 0.049
H 1.23467 3.38440 -4.28080 -0.056 0.059 -0.098
H 2.78685 2.22562 0.30237 0.216 -0.796 0.340
H -0.16363 -1.15430 -4.03390 1.022 -1.117 -2.279
O -2.19421 -0.38691 -1.72089 -0.703 0.125 0.010
H -2.89853 0.12123 -1.27609 0.413 -0.380 -0.215
H -2.02409 0.07976 -2.59621 0.308 -0.018 0.159
C 0.85601 -2.00340 -1.80098 0.190 -2.390 -2.848
H -0.10135 -2.35489 -2.31917 1.043 0.100 0.723
H 1.36518 -1.50416 -2.63910 0.113 -0.195 0.276
H 1.45476 -2.90690 -1.60625 -0.305 0.461 0.489
O 4.30565 -0.55681 2.02727 -0.833 0.251 -0.044
H 3.74186 0.00853 1.46035 0.456 -0.414 0.386
H 3.73251 -0.80578 2.77190 0.368 0.132 -0.342
C -1.58104 2.83478 2.48941 -0.137 0.007 0.234
C -1.02110 2.17328 1.39500 -0.241 -1.655 0.415
N -0.99461 0.83022 1.33376 -0.280 1.108 1.102
C -1.47764 0.05663 2.33059 -0.319 1.473 0.360
C -2.09540 0.67610 3.45662 0.304 -0.531 -0.609
C -2.13605 2.08345 3.51558 0.148 0.187 -0.288
C -2.64775 -0.16222 4.46772 -0.386 -0.823 0.741
C -2.56703 -1.52543 4.40078 -0.235 0.389 0.403
C -1.90698 -2.18205 3.31230 0.412 0.351 -0.711
C -1.75214 -3.58441 3.23521 0.258 -0.045 -0.382
C -1.05494 -4.14101 2.16619 -0.262 0.019 0.461
C -0.54166 -3.30037 1.17634 -0.435 1.188 0.297
N -0.71771 -1.96268 1.20631 0.137 -1.088 0.492
C -1.36037 -1.38946 2.25897 -0.132 -0.774 0.193
H -1.57030 3.91914 2.50261 -0.111 -0.115 0.153
H -0.58389 2.70741 0.54631 -0.155 -0.144 0.224
H -2.60602 2.56937 4.37576 0.189 -0.167 -0.308
H -3.14997 0.31015 5.31718 0.180 -0.187 -0.273
H -2.99443 -2.17064 5.18193 0.172 0.494 -0.316
H -2.17101 -4.21184 4.02986 0.191 0.216 -0.352
H -0.89398 -5.21555 2.07775 -0.098 0.316 0.121
H 0.02226 -3.69642 0.33485 -0.144 0.090 0.107



# 3
72
Properties=species:S:1:pos:R:3:forces:R:3 method="wB97M-V/def2-TZVPD" s2=9.359 lumo_ev="0.0241 / 0.0201" e_tot_ev=-59347.36839 de_lowest_kj_mol=279.42 spin_multiplicity=6 orbital_gap_ev="5.79 / 5.78"
O 0.91987 -0.53649 -4.07635 1.398 1.604 -4.337
C 1.61988 0.63596 -4.88975 -0.671 -0.392 1.064
C 1.38194 -0.09022 -6.20098 -0.251 -0.466 0.290
H 2.66192 0.62735 -4.53024 -0.514 0.294 -0.212
H 1.07460 1.59347 -4.74348 0.554 -0.619 0.092
C 0.98567 -1.33430 -5.37745 0.015 -0.037 -0.129
H 2.29791 -0.29154 -6.78449 -0.710 0.456 -0.008
H 0.52756 0.29222 -6.77482 0.532 0.098 0.003
C 2.15198 -2.29829 -5.45199 0.175 -0.658 0.214
H 3.10736 -1.78181 -5.31649 -0.132 -0.041 0.000
H 2.13532 -2.72914 -6.46352 0.060 0.224 0.156
H 2.12913 -3.14270 -4.75574 -0.022 0.319 -0.292
C -0.36767 -1.95724 -5.65376 0.292 0.150 0.129
H -1.14574 -1.18959 -5.62510 0.042 -0.112 -0.062
H -0.60871 -2.73095 -4.91339 0.074 0.101 -0.207
H -0.32538 -2.40131 -6.65386 -0.171 -0.015 0.169
Dy 0.34870 -0.55779 -2.06504 -1.831 0.634 6.703
C -1.65316 -1.34068 0.41337 -0.402 0.624 -0.459
C -1.76061 0.04027 0.70910 -0.352 -0.413 -1.029
C -2.17501 0.72201 -0.46333 0.130 -0.577 -0.075
H -1.55370 0.47548 1.67456 0.037 -0.025 -0.179
C -2.34593 -0.24696 -1.50621 0.287 0.077 0.105
C -2.02364 -1.54006 -0.95010 0.203 0.591 0.036
H -2.17427 -2.49203 -1.44628 -0.070 0.103 0.051
H -1.36472 -2.10940 1.13182 -0.088 0.219 -0.334
H -2.38803 1.79020 -0.51979 0.141 -0.328 -0.115
H -2.81842 -0.07258 -2.47588 0.023 -0.069 0.273
C 1.23526 -2.43580 -0.10813 0.007 -0.188 -0.331
C 0.63337 -3.05590 -1.23699 0.673 -0.146 0.480
C 1.39324 -2.73218 -2.38210 0.572 0.141 0.132
H -0.24026 -3.70702 -1.23047 0.347 0.251 0.059
C 2.46876 -1.83042 -1.96129 -0.206 -0.872 -0.087
C 2.33208 -1.65908 -0.55883 -0.040 -0.565 -0.110
H 2.95271 -1.04008 0.08907 -0.215 -0.241 -0.378
H 0.93671 -2.57762 0.94261 0.057 0.360 -0.882
H 1.11159 -3.04306 -3.38425 0.258 -0.049 0.584
H 3.24776 -1.37032 -2.57938 -0.373 -0.306 0.199
O 0.01686 3.70190 -4.67114 -1.115 0.899 -0.228
C -1.09177 3.21236 -3.88611 0.633 -0.386 0.406
C -2.32673 4.10314 -4.11453 0.266 -0.176 -0.148
H -0.78855 3.17672 -2.81706 -0.183 0.125 -0.491
H -1.24618 2.16881 -4.21402 -0.181 0.288 0.149
C -1.82000 5.29957 -4.97638 -0.087 -0.637 0.399
H -2.74036 4.42628 -3.15263 0.043 -0.063 -0.297
H -3.08696 3.52120 -4.64752 0.043 0.280 0.154
C -0.31913 5.03431 -5.15888 0.681 0.193 0.388
H -1.99256 6.24643 -4.44896 0.048 -0.230 -0.310
H -2.34276 5.31064 -5.93546 0.083 0.136 0.140
H 0.26436 5.79296 -4.59870 -0.156 -0.490 -0.129
H 0.00022 5.09937 -6.20106 -0.055 -0.124 0.050
C -0.62105 1.34621 4.26225 -0.041 -0.420 -0.169
N -0.39227 0.12085 3.50305 -0.247 -0.014 0.003
C -0.72879 -1.05130 4.30908 0.212 0.470 -0.289
C 0.91380 -0.00032 2.83335 -0.053 -0.083 0.654
C 1.25972 1.09405 1.84267 0.460 1.600 0.835
C 1.73042 2.33427 2.37031 -0.231 -1.182 -0.145
C 2.12335 3.35397 1.50760 -0.065 0.088 0.062
C 2.05762 3.17179 0.12538 -0.219 -0.557 -0.823
C 1.57366 1.94239 -0.40906 0.655 1.777 1.930
C 1.18241 0.95524 0.47099 -0.865 -2.141 -2.652
H 0.09465 1.46894 5.10003 -0.035 0.039 -0.114
H -1.62947 1.27108 4.69447 0.246 0.181 -0.104
H -0.57374 2.22928 3.61298 0.000 -0.253 0.179
H -0.56862 -1.96469 3.72022 -0.088 0.206 0.183
H -0.12063 -1.10485 5.23323 -0.044 -0.120 -0.099
H -1.78595 -0.97842 4.59724 0.230 -0.162 -0.045
H 1.69520 -0.00427 3.62149 0.087 -0.074 -0.123
H 0.93817 -0.98733 2.35241 -0.043 0.364 -0.017
H 1.80067 2.44084 3.46806 0.074 0.157 -0.665
H 2.47774 4.29172 1.93959 -0.028 -0.188 -0.285
H 2.38502 3.95617 -0.55339 0.005 0.107 0.146
H 1.52317 1.81497 -1.50626 0.140 0.261 -0.060



# 4
113
Properties=species:S:1:pos:R:3:forces:R:3 method="wB97M-V/def2-TZVPD" charge=+1 s2=0.786 lumo_ev="-2.8341 / -4.5547" e_tot_ev=-148194.72803 de_lowest_kj_mol=0.00 spin_multiplicity=2 orbital_gap_ev="7.61 / 5.89"
Sc -0.76568 0.36881 -0.97956 -0.462 0.132 0.043
C 0.15011 3.86627 -0.19753 0.060 0.042 0.027
C -1.26372 3.46737 0.24635 -0.027 -0.080 -0.056
C -2.32854 4.28722 -0.47210 -0.028 0.053 -0.075
C -1.43754 3.62473 1.74909 -0.047 0.064 0.028
O -1.44358 2.05895 -0.10709 0.045 0.069 0.204
Ge -3.24868 1.24048 0.00875 -0.076 0.156 0.096
O -2.26585 -0.40425 0.34520 0.016 -0.104 0.015
C -2.90158 -1.50833 1.05933 0.038 0.131 -0.001
C -2.35114 -1.54355 2.47484 0.000 -0.012 0.033
C -2.56637 -2.80566 0.34100 0.044 -0.061 -0.009
C -4.41416 -1.31514 1.09694 -0.075 -0.058 0.002
O -2.80784 0.81173 -1.79103 0.119 0.033 -0.240
C -3.79271 0.46913 -2.81305 0.053 -0.067 0.152
C -5.15014 1.01969 -2.39563 -0.088 -0.011 -0.041
C -3.85737 -1.04550 -2.93946 -0.028 -0.052 -0.021
C -3.37744 1.09766 -4.13149 0.020 0.047 -0.043
H 0.14568 4.80751 -0.74782 -0.011 0.021 0.052
H 0.81654 3.97824 0.65833 0.003 -0.054 -0.005
H 0.58662 3.12253 -0.86690 -0.032 -0.011 -0.058
H -2.15239 5.34822 -0.28984 0.002 -0.007 0.006
H -2.30685 4.11754 -1.54698 -0.016 -0.003 0.047
H -3.32805 4.05803 -0.09529 0.002 -0.026 0.003
H -1.34394 4.68105 2.01255 0.015 -0.038 -0.005
H -2.42959 3.28937 2.06366 0.004 0.010 -0.022
H -0.68587 3.04963 2.28224 0.027 -0.031 0.009
H -1.27619 -1.71151 2.45427 -0.074 0.005 -0.015
H -2.54974 -0.60157 2.99126 0.009 -0.006 -0.012
H -2.82076 -2.35730 3.03268 0.009 0.021 0.003
H -1.53158 -3.08652 0.52611 -0.002 0.003 0.001
H -3.19295 -3.61224 0.72529 0.006 0.004 -0.009
H -2.73413 -2.72368 -0.73470 -0.020 0.015 0.017
H -4.70238 -0.42825 1.66309 0.014 0.002 0.005
H -4.84720 -1.25162 0.09476 0.043 0.012 0.011
H -4.86605 -2.17595 1.59150 -0.005 0.015 -0.007
H -5.54609 0.51945 -1.50737 0.030 0.012 0.000
H -5.09313 2.09318 -2.20177 0.009 -0.011 -0.002
H -5.86805 0.86503 -3.20264 0.012 -0.001 0.017
H -4.15994 -1.50424 -1.99716 0.020 0.011 -0.004
H -4.58375 -1.33070 -3.70243 0.011 0.009 0.012
H -2.88954 -1.45276 -3.23484 -0.021 0.015 -0.013
H -3.47357 2.18257 -4.08908 0.021 0.008 0.019
H -2.35309 0.84558 -4.39967 0.008 -0.021 0.008
H -4.03123 0.73152 -4.92524 0.005 0.022 0.010
C 3.02198 1.18226 -0.10663 0.054 0.032 0.001
C 3.80568 0.08577 0.54681 -0.001 -0.059 0.018
C 5.02491 0.36151 1.12317 0.019 -0.012 -0.014
C 5.79911 -0.65447 1.67389 0.014 0.004 0.006
C 5.38328 -1.98827 1.60843 0.049 0.011 0.023
C 4.17460 -2.33512 1.05896 -0.069 0.002 -0.015
C 3.80485 -3.77933 0.90417 0.027 -0.010 -0.001
C 3.30944 -1.27376 0.59389 0.082 0.091 -0.006
N 2.08574 -1.46342 0.14033 -0.218 -0.062 0.017
C 1.20070 -2.46215 0.35054 0.250 -0.049 -0.139
O 0.97367 -3.06108 1.39258 -0.137 0.078 0.115
C 0.43890 -2.73025 -0.91789 -0.040 -0.017 0.014
C 0.33751 -3.99956 -1.45646 -0.025 -0.014 0.009
C -0.16523 -4.12925 -2.74488 0.003 -0.015 -0.006
C -0.45613 -2.98961 -3.47963 -0.048 0.014 -0.066
C -0.33082 -1.75925 -2.86197 0.164 0.064 0.000
N 0.02757 -1.64757 -1.57790 0.137 -0.240 -0.185
C -0.22465 -0.45760 -3.66881 -0.014 -0.211 0.030
O -0.29805 -0.53557 -4.87874 0.064 0.121 -0.028
N 0.09928 0.60331 -2.88842 -0.020 0.083 0.077
C 0.97742 1.59058 -3.45501 -0.004 -0.123 0.001
C 0.57874 2.89680 -3.72777 0.035 0.042 -0.021
C -0.83971 3.35770 -3.57642 -0.027 0.034 -0.023
C 1.52756 3.80413 -4.19995 -0.043 0.002 0.028
C 2.83785 3.42755 -4.41219 0.026 -0.008 0.000
C 3.22032 2.11907 -4.15344 0.017 0.013 -0.001
C 2.30872 1.19058 -3.67455 0.019 0.005 -0.028
C 2.75165 -0.22668 -3.42742 0.019 -0.006 0.035
H 2.58923 1.84281 0.64586 -0.003 -0.013 0.002
H 3.67226 1.77538 -0.75227 0.013 0.011 0.027
H 2.22389 0.78364 -0.72739 -0.056 -0.033 -0.028
H 5.39148 1.38021 1.12835 0.004 0.000 -0.006
H 6.75816 -0.41769 2.11681 -0.017 -0.005 -0.003
H 6.04118 -2.76724 1.97431 -0.015 0.006 -0.006
H 4.70009 -4.39544 0.96663 -0.005 -0.003 0.013
H 3.33655 -3.96812 -0.06419 0.003 0.017 -0.003
H 3.10213 -4.10268 1.67184 0.001 0.008 0.000
H 0.66960 -4.85269 -0.88033 0.001 0.004 -0.017
H -0.25929 -5.10793 -3.19695 0.004 0.004 0.007
H -0.72049 -3.01755 -4.52774 -0.015 -0.017 0.011
H -1.41574 2.71478 -2.91695 -0.023 -0.056 0.032
H -1.34188 3.36244 -4.54605 0.001 -0.023 -0.012
H -0.86842 4.37807 -3.19108 0.011 -0.012 -0.023
H 1.21474 4.82110 -4.40807 0.007 -0.012 -0.003
H 3.55901 4.14453 -4.78323 -0.008 -0.013 0.011
H 4.24520 1.81065 -4.32419 -0.011 0.001 -0.003
H 3.83979 -0.28709 -3.41239 -0.009 0.000 -0.015
H 2.39439 -0.89216 -4.21881 -0.009 0.020 0.009
H 2.37595 -0.61325 -2.47749 0.014 0.007 -0.011
C 0.68999 0.73290 7.15846 0.037 0.017 0.007
C -0.25702 0.27946 6.06046 -0.056 -0.005 -0.053
N 0.19574 0.64927 4.72035 0.183 0.006 0.004
C 0.52803 -0.11802 3.66740 -0.033 -0.145 0.088
S 0.53060 0.61003 2.12397 0.036 0.150 0.002
N 0.85600 -1.40488 3.81173 -0.107 0.111 -0.007
C 1.30981 -2.13144 4.99527 0.014 0.011 -0.002
C 2.28558 -3.21330 4.56573 0.010 -0.049 -0.016
H 0.28231 0.48511 8.13907 -0.006 -0.003 -0.024
H 0.83808 1.81306 7.12050 -0.008 -0.010 -0.005
H 1.66756 0.25983 7.06236 -0.006 0.005 0.005
H -1.23744 0.73822 6.20311 -0.004 0.028 0.015
H -0.42419 -0.79113 6.09380 0.011 -0.046 0.000
H 0.07226 1.61385 4.45899 -0.043 0.029 0.009
H 0.96420 -1.89728 2.93272 0.121 -0.096 -0.043
H 0.47049 -2.58767 5.52452 -0.020 -0.009 -0.005
H 1.79659 -1.43563 5.67696 0.007 0.039 0.005
H 1.79846 -3.92250 3.89431 0.018 0.024 0.001
H 2.64843 -3.76348 5.43325 -0.009 0.024 0.007
H 3.14126 -2.77721 4.04717 0.002 0.001 0.003



# 5
30
Properties=species:S:1:pos:R:3:forces:R:3 method="wB97M-V/def2-TZVPD" charge=+1 lumo_ev=-2.9117 e_tot_ev=-16656.64145 de_lowest_kj_mol=192.63 orbital_gap_ev=10.20
C -1.92910 1.20295 -0.08326 0.437 0.816 0.337
O -1.49885 0.92415 -1.39320 -1.653 -1.318 -0.583
C -0.70516 0.84761 0.80555 -0.891 0.616 0.951
C 0.36765 1.91589 0.71453 -0.629 -0.075 0.102
C 1.43079 1.76260 1.78752 2.423 0.397 -1.398
C 3.64267 1.01529 1.20062 -0.375 0.461 1.424
N 2.40507 0.78484 1.24989 -0.548 -0.881 0.125
N -0.14980 -0.50826 0.40459 -0.549 0.334 -0.890
H -2.82609 0.72077 0.33588 0.126 -0.593 -0.764
H -2.22036 2.27851 -0.11872 0.647 -0.442 0.949
H -2.31738 0.70217 -1.93637 1.214 0.444 0.002
H -1.02473 0.71011 1.85552 0.061 0.185 -0.418
H 0.74817 1.77118 -0.29206 0.566 0.610 -0.134
H -0.11856 2.89574 0.78240 0.075 -0.243 -0.065
H 2.04678 2.69957 1.94970 -1.280 -0.615 0.368
H 1.01161 1.29757 2.68038 0.133 0.488 0.251
H 4.30912 0.20492 1.00319 0.381 -0.403 -0.774
H 4.11548 1.92743 1.59786 -0.297 0.062 -0.281
H -0.28942 -0.64271 -0.62386 0.290 0.337 0.525
H 0.85914 -0.59810 0.63855 -0.201 0.138 0.033
H -0.68776 -1.25057 0.84315 0.316 -0.119 0.124
H -3.30309 -0.62138 -3.25925 0.124 0.241 -0.636
H -2.69892 0.57026 -4.12870 -0.012 -0.408 -0.072
O -3.24260 0.33772 -3.36872 -0.272 0.007 0.667
H -0.68092 -3.50760 -2.27032 0.170 0.192 -0.740
H 0.29021 -3.60700 -1.20850 0.674 0.387 -0.168
O 0.23829 -3.24424 -2.11208 -0.942 -0.415 0.875
H 1.50392 -3.67025 0.80187 -0.082 0.065 0.105
H 0.06478 -3.71863 1.35169 0.258 -0.086 -0.013
O 0.65907 -3.20053 0.79217 -0.162 -0.183 0.097